Run i
Below is a structure of composition C4H11NP, with properties calculated with ωB97M-V with the def2-TZVPD basis set.

```
17
Properties=species:S:1:pos:R:3
C 0.348 0.931 0.650
C 1.674 0.688 -0.035
C -0.338 -0.060 -0.261
C -0.948 -1.610 0.707
N 1.003 -0.293 -0.929
P -1.585 0.632 -1.403
H 0.280 0.612 1.682
H -0.250 1.841 0.530
H 2.068 1.540 -0.594
H 2.410 0.233 0.713
H -0.477 -1.753 1.579
H -0.829 -2.389 0.093
H -2.006 -1.411 0.891
H 0.842 0.143 -1.813
H 1.411 -1.277 -0.966
H -2.586 0.074 -0.626
H -1.738 -0.454 -2.343
```

Summary:
**2S+1**: 1
**E_HOMO**: -0.5109 hartree
**HOMO-LUMO gap**: 10.308 eV
**Total charge**: +1

Run ii
Below is a cluster of 3 separate species, C4H11NP in total, with properties calculated with ωB97M-V with the def2-TZVPD basis set.

```
17
Properties=species:S:1:pos:R:3
C -0.995 0.194 2.192
C -1.715 1.455 2.319
C 0.364 -0.022 -0.974
C -0.252 -1.151 -1.717
N 0.343 -1.899 -2.520
P -0.182 -1.124 2.194
H -2.686 1.268 2.723
H -1.575 1.999 1.331
H -1.137 2.007 3.203
H -0.400 0.448 -0.409
H 1.270 -0.285 -0.388
H 0.551 0.701 -1.816
H -1.416 -1.246 -1.677
H 1.416 -1.996 -2.515
H -0.312 -2.598 -2.953
H 3.631 1.004 0.344
H 3.095 1.246 0.662
```

Summary:
**2S+1**: 1
**E_HOMO**: -0.4617 hartree
**HOMO-LUMO gap**: 7.804 eV
**Total charge**: +1

Run iii
Below is a cluster of 2 separate species, C4H11NP in total, with properties calculated with ωB97M-V with the def2-TZVPD basis set.

```
17
Properties=species:S:1:pos:R:3
C -2.386 -0.132 -0.866
C -2.177 -0.745 0.271
C 0.285 0.612 0.533
C 2.534 -1.073 0.281
N -0.041 1.816 0.265
P 1.055 -0.444 -0.613
H -2.748 0.881 -0.984
H -2.337 -0.752 -1.866
H -2.159 -0.275 1.206
H -1.826 -1.786 0.326
H 0.191 -0.008 1.430
H 2.250 -0.868 1.254
H 3.422 -0.303 0.197
H 3.013 -2.021 -0.089
H -0.032 2.170 -0.738
H -0.567 2.457 0.929
H 1.523 0.471 -1.539
```

Summary:
**2S+1**: 1
**E_HOMO**: -0.4945 hartree
**HOMO-LUMO gap**: 8.470 eV
**Total charge**: +1

Run iv
Below is a structure of composition C4H11NP, with properties calculated with ωB97M-V with the def2-TZVPD basis set.

```
17
Properties=species:S:1:pos:R:3
C 1.356 1.731 -2.538
C 1.333 2.024 -1.077
C 0.641 0.403 -2.222
C 0.632 0.782 -0.924
N -0.254 0.293 0.269
P -1.768 -2.490 2.491
H 0.789 2.468 -3.007
H 2.280 1.709 -3.009
H 2.332 2.107 -0.602
H 0.752 2.896 -0.611
H 0.123 -0.405 -2.690
H -2.776 -3.587 2.506
H -0.157 0.816 1.038
H -0.106 -0.710 0.692
H -1.256 0.340 -0.027
H -2.500 -1.696 3.535
H -1.027 -3.148 3.462
```

Summary:
**2S+1**: 1
**E_HOMO**: -0.5087 hartree
**HOMO-LUMO gap**: 10.275 eV
**Total charge**: +1

So which one is most stable? That would be run iii, about 0.0080 hartree below the next structure.

Run i
Below is a structure of composition C17H39N5O7Tl, with properties calculated with ωB97M-V with the def2-TZVPD basis set.

```
69
Properties=species:S:1:pos:R:3
Tl 0.079 -0.389 0.802
O -1.765 0.915 2.347
C -1.154 1.317 3.422
C 0.296 2.086 3.282
O 1.264 1.504 2.637
H -0.801 0.504 4.077
H -1.846 1.993 3.937
H 0.575 2.405 4.292
H 0.056 3.049 2.805
C -2.061 1.819 -3.444
C -1.748 2.020 -1.963
O -1.508 1.059 -1.240
N -1.830 3.252 -1.432
C -1.796 3.573 -0.009
H -2.868 2.484 -3.760
H -2.413 0.824 -3.702
H -1.199 2.024 -4.079
H -1.800 4.015 -2.090
H -2.733 4.106 0.133
H -0.866 4.097 0.216
H -1.744 2.656 0.574
C -2.875 -3.846 3.042
C -2.747 -2.399 2.718
O -2.053 -2.071 1.754
N -3.320 -1.475 3.502
C -4.226 -1.668 4.661
H -2.760 -4.478 2.164
H -3.867 -4.120 3.408
H -2.127 -4.210 3.747
H -3.075 -0.511 3.331
H -4.264 -0.775 5.283
H -3.746 -2.452 5.241
H -5.241 -1.774 4.283
C 2.869 -4.085 -1.294
C 1.676 -3.948 -0.382
O 1.450 -2.876 0.169
N 0.857 -5.001 -0.263
C -0.262 -5.154 0.615
H 3.093 -5.087 -1.651
H 3.723 -3.642 -0.785
H 2.645 -3.386 -2.103
H 0.940 -5.627 -1.048
H -0.827 -6.062 0.382
H -1.009 -4.389 0.392
H -0.055 -5.349 1.666
C 2.238 3.549 -2.041
C 1.984 2.767 -0.724
O 1.438 1.667 -0.679
N 2.307 3.310 0.467
C 2.757 4.661 0.771
H 2.171 4.616 -1.822
H 1.376 3.466 -2.704
H 3.167 3.247 -2.514
H 1.932 2.689 1.177
H 2.849 4.787 1.846
H 2.039 5.325 0.287
H 3.740 4.910 0.368
C 0.180 -0.810 -3.969
C 1.309 -0.705 -2.967
O 1.091 -0.940 -1.791
N 2.506 -0.319 -3.485
C 3.788 -0.292 -2.783
H -0.007 0.112 -4.544
H -0.852 -0.946 -3.664
H 0.528 -1.377 -4.836
H 2.291 0.287 -4.262
H 4.416 0.498 -3.180
H 4.233 -1.283 -2.866
H 3.579 -0.146 -1.722
```

Summary:
**2S+1**: 1
**E_HOMO**: -0.4256 hartree
**HOMO-LUMO gap**: 5.489 eV
**Total charge**: +1

Run ii
Below is a structure of composition C17H39N5O7Tl, with properties calculated with ωB97M-V with the def2-TZVPD basis set.

```
69
Properties=species:S:1:pos:R:3
Tl -0.183 -0.835 0.045
O 1.138 -0.728 -2.644
C 0.809 -1.888 -3.419
C -0.483 -2.748 -3.247
O -1.077 -2.941 -1.994
H 1.599 -2.617 -3.241
H 0.980 -1.594 -4.455
H -0.257 -3.625 -3.854
H -1.220 -2.090 -3.706
C 1.672 -5.744 1.239
C 1.156 -4.764 0.166
O 0.977 -3.544 0.480
N 0.899 -5.118 -1.125
C 1.228 -6.385 -1.680
H 2.254 -6.634 0.998
H 0.788 -6.215 1.669
H 2.259 -5.262 2.021
H 0.564 -4.356 -1.697
H 1.317 -7.100 -0.863
H 2.101 -6.304 -2.328
H 0.422 -6.810 -2.279
C -1.058 2.904 -2.784
C -1.824 1.633 -2.713
O -1.530 0.859 -1.797
N -2.622 1.329 -3.691
C -3.285 0.048 -3.754
H 0.022 2.757 -2.804
H -1.243 3.432 -1.848
H -1.233 3.589 -3.614
H -2.740 2.072 -4.365
H -2.826 -0.745 -3.164
H -3.257 -0.315 -4.782
H -4.339 -0.094 -3.515
C -0.063 -0.593 5.097
C 0.665 0.163 3.988
O 0.729 -0.342 2.851
N 1.393 1.147 4.465
C 2.465 1.770 3.707
H 0.386 -1.578 5.222
H -1.129 -0.805 5.013
H -0.040 -0.156 6.095
H 1.207 1.519 5.386
H 2.407 1.555 2.640
H 3.353 1.269 4.092
H 2.679 2.825 3.878
C 1.671 3.987 0.213
C 1.534 2.634 -0.457
O 0.645 1.931 0.025
N 2.316 2.244 -1.438
C 3.561 2.889 -1.977
H 1.342 4.831 -0.393
H 2.726 4.056 0.480
H 1.257 3.914 1.219
H 2.044 1.319 -1.738
H 3.400 3.216 -3.004
H 4.388 2.183 -1.895
H 3.786 3.772 -1.380
C -4.319 1.355 1.469
C -2.924 1.692 1.813
O -2.015 0.892 1.601
N -2.673 2.768 2.516
C -1.312 3.140 2.890
H -5.045 2.122 1.199
H -4.750 0.818 2.314
H -4.265 0.704 0.596
H -3.421 3.075 3.121
H -1.192 4.050 3.479
H -0.692 3.073 1.996
H -1.122 2.395 3.662
```

Summary:
**2S+1**: 1
**E_HOMO**: -0.4154 hartree
**HOMO-LUMO gap**: 4.784 eV
**Total charge**: +1

So which one is most stable? That would be run i, about 0.0661 hartree below the next structure.

Run i
Below is a structure of composition C19H14AsCl2N5PtS5, with properties calculated with ωB97M-V with the def2-TZVPD basis set.

```
47
Properties=species:S:1:pos:R:3
Pt -0.719 -0.023 -2.362
N 2.253 -2.515 -3.955
C 1.741 -2.893 -2.751
S 1.644 -4.430 -2.121
N 1.297 -1.856 -2.049
N 0.933 -0.909 -1.483
C 0.122 -0.319 3.220
C 1.609 -0.471 3.139
C 2.419 0.419 3.852
C 3.800 0.290 3.851
C 4.408 -0.741 3.146
C 3.619 -1.641 2.442
C 2.239 -1.512 2.442
C -0.156 1.602 0.099
C -0.124 2.700 0.930
C -0.249 3.948 0.346
C -0.370 4.040 -1.041
C -0.369 2.890 -1.801
N -0.260 1.689 -1.202
H 2.380 -3.279 -4.598
H 1.889 -1.647 -4.350
H 1.943 1.223 4.400
H 4.405 1.005 4.396
H 5.487 -0.837 3.141
H 4.078 -2.446 1.880
H 1.633 -2.215 1.883
H -0.011 2.542 2.002
H -0.259 4.849 0.950
H -0.470 4.997 -1.534
H -0.459 2.893 -2.882
S -0.194 -1.110 -7.138
As -0.747 0.228 -5.628
S -2.048 -0.729 -4.017
S 0.836 0.497 -4.084
S -1.606 2.078 -6.133
Cl -0.331 -0.285 1.627
C -2.085 -0.517 1.471
C -2.708 -0.745 2.685
C -4.068 -0.934 2.733
C -4.772 -0.861 1.513
C -4.137 -0.646 0.331
Cl -5.119 -0.561 -1.109
C -2.671 -0.493 0.122
N -2.286 -0.405 -1.104
H -2.092 -0.759 3.576
H -4.575 -1.132 3.667
H -5.849 -0.980 1.498
```

Summary:
**2S+1**: 1
**E_HOMO (spin up / spin down)**: -0.0585 / -0.0594 hartree
**HOMO-LUMO gap (spin up / spin down)**: 4.969 / 4.991 eV
**Total charge**: -2

Run ii
Below is a structure of composition C19H14AsCl2N5PtS5, with properties calculated with ωB97M-V with the def2-TZVPD basis set.

```
47
Properties=species:S:1:pos:R:3
Pt 0.105 0.128 0.189
N -1.546 0.128 4.132
C -1.090 0.319 2.853
S -0.204 -0.999 2.153
N -1.376 1.496 2.336
N -0.912 1.638 1.082
C -1.287 2.582 0.289
C -2.314 3.575 0.674
C -2.050 4.940 0.693
C -3.048 5.837 1.047
C -4.314 5.372 1.373
C -4.580 4.008 1.349
C -3.584 3.108 1.005
C -0.680 2.557 -1.063
C -0.962 3.490 -2.043
C -0.275 3.425 -3.250
C 0.679 2.447 -3.441
C 0.880 1.501 -2.444
N 0.211 1.562 -1.303
H -1.656 -0.834 4.406
H -2.305 0.739 4.392
H -1.057 5.295 0.442
H -2.837 6.900 1.068
H -5.095 6.073 1.644
H -5.569 3.642 1.596
H -3.772 2.040 0.973
H -1.708 4.249 -1.859
H -0.490 4.144 -4.031
H 1.248 2.372 -4.356
H 1.602 0.696 -2.545
S 4.189 0.039 -2.064
As 3.270 -0.785 -0.341
S 2.290 0.814 0.907
S 1.244 -1.618 -0.879
S 4.419 -2.105 0.816
Cl -1.032 -0.849 -3.293
C -2.570 -1.128 -2.491
C -3.588 -1.593 -3.289
C -4.876 -1.799 -2.795
C -5.086 -1.494 -1.448
C -4.064 -1.037 -0.661
Cl -4.458 -0.670 1.023
C -2.671 -0.804 -1.071
N -1.855 -0.336 -0.191
H -3.365 -1.788 -4.331
H -5.673 -2.171 -3.424
H -6.066 -1.621 -1.001
```

Summary:
**2S+1**: 1
**E_HOMO**: -0.0300 hartree
**HOMO-LUMO gap**: 4.816 eV
**Total charge**: -2

So which one is most stable? That would be run ii, about 0.3753 hartree below the next structure.

Run i
Below is the molecule C2H3FO2S, with properties calculated with ωB97M-V with the def2-TZVPD basis set.

```
9
Properties=species:S:1:pos:R:3
C 1.378 0.329 0.142
C 0.190 0.422 0.642
S -1.047 -0.545 -0.274
O -0.297 -1.220 -1.265
O -2.041 -1.142 0.474
F -1.810 0.748 -0.990
H 2.363 0.519 0.657
H 1.371 -0.222 -0.783
H -0.108 1.111 1.398
```

Summary:
**2S+1**: 1
**SMILES**: C=CS(=O)(=O)F
**E_HOMO**: -0.4257 hartree
**HOMO-LUMO gap**: 11.917 eV

Run ii
Below is a cluster of 2 separate species, C2H3FO2S in total, with properties calculated with ωB97M-V with the def2-TZVPD basis set.

```
9
Properties=species:S:1:pos:R:3
C -0.443 -0.286 0.397
C 0.882 -0.310 0.047
O 0.498 -2.910 -0.255
O 2.879 -2.240 0.097
F -0.271 -0.766 2.482
S 1.475 -1.978 0.214
H -0.826 0.649 0.526
H -1.039 -1.214 0.278
H 1.504 0.527 0.206
```

Summary:
**2S+1**: 1
**E_HOMO (spin up / spin down)**: -0.3856 / -0.3618 hartree
**HOMO-LUMO gap (spin up / spin down)**: 7.560 / 6.667 eV

So which one is most stable? That would be run i, about 0.1253 hartree below the next structure.

Run i
Below is the ion C6H8NOS with charge +1, with properties calculated with ωB97M-V with the def2-TZVPD basis set.

```
17
Properties=species:S:1:pos:R:3
C 1.178 1.504 -1.432
C 0.990 0.822 -0.466
C -1.689 0.675 0.878
C -0.378 0.788 1.588
C 0.757 0.102 0.776
C 0.345 -1.887 -1.991
N 0.430 -1.267 0.738
O -2.727 1.112 1.428
S 0.134 -2.365 -0.253
H 1.358 2.101 -2.278
H -0.121 1.845 1.713
H -0.440 0.322 2.578
H 1.673 0.154 1.391
H 1.408 -1.883 -2.230
H -0.084 -0.910 -2.181
H -0.154 -2.650 -2.581
H -2.679 1.536 2.321
```

Summary:
**2S+1**: 1
**E_HOMO**: -0.4416 hartree
**HOMO-LUMO gap**: 5.320 eV
**Total charge**: +1

Run ii
Below is a structure of composition C6H8NOS, with properties calculated with ωB97M-V with the def2-TZVPD basis set.

```
17
Properties=species:S:1:pos:R:3
C 0.818 -1.594 2.216
C 0.376 -0.913 1.330
C -0.351 1.630 0.057
C -1.016 1.109 1.306
C -0.720 -0.227 0.639
C 0.825 -1.463 -2.233
N -0.149 0.514 -0.530
O -0.005 2.766 -0.508
S 0.615 0.292 -1.944
H 1.509 -2.050 2.812
H -0.639 1.327 2.302
H -2.107 1.268 1.206
H -1.555 -0.756 0.384
H 0.110 -1.865 -3.030
H 0.615 -1.945 -1.343
H 1.926 -1.723 -2.459
H -0.251 3.629 -0.205
```

Summary:
**2S+1**: 1
**E_HOMO**: -0.4799 hartree
**HOMO-LUMO gap**: 9.756 eV
**Total charge**: +1

So which one is most stable? That would be run ii, about 0.0963 hartree below the next structure.